The following is a quantum chemistry calculation of 13 unconnected molecules or ions with the total composition C6H39NO13, from OMol25.

ΔE to the lowest compared entry with this formula, charge and spin, kJ/mol: 496.9
E_HOMO, eV: -9.50
E_tot, a.u.: -1284.78181
F_max, eV/A: 2.6
Multiplicity: 1
Molar mass, g/mol: 333.37

```
59
Properties=species:S:1:pos:R:3:forces:R:3:lowdin_charge:R:1
C -0.4429 -0.8974 -2.8417 -0.53 0.53 1.85 -0.2918
N 0.6909 0.0724 -2.6524 0.78 -1.00 0.39 -0.0105
C 1.6097 -0.4616 -1.5761 1.19 -1.02 -0.37 -0.3763
C 2.4144 0.6013 -0.8061 -1.59 1.69 -0.48 -0.1306
C 1.5452 1.0910 0.3327 -0.32 -0.32 1.39 -0.2262
O 1.4920 0.0102 1.3005 -0.82 -0.54 -0.01 -0.1049
C 2.6218 -1.4964 -2.1091 0.13 -0.58 -1.67 -0.0638
C -0.7628 -1.4590 -4.1984 -0.81 0.84 -1.48 -0.0839
H -0.3294 -1.6453 -2.0727 0.73 -0.82 -0.39 0.0532
H -1.3610 -0.5353 -2.2718 0.42 0.25 -1.45 0.1083
H 1.2973 0.1702 -3.4716 -0.69 -0.13 -0.06 0.1157
H 0.9771 -1.0843 -0.9414 -0.07 0.69 0.58 0.1128
H 3.3380 0.2615 -0.3226 -0.27 -0.48 -0.45 0.1091
H 2.6650 1.4831 -1.4590 -0.20 -0.87 0.34 0.1446
H 0.5196 1.4350 0.1521 0.35 -0.41 -0.80 0.0992
H 1.9826 1.8748 0.9056 0.50 0.70 -0.12 0.0793
H 0.6925 -0.5172 1.1317 0.37 0.14 0.18 0.0632
H 2.1149 -2.2760 -2.7360 0.28 0.60 0.33 0.0758
H 3.3584 -0.9876 -2.7633 -0.33 -0.20 0.11 0.0840
H 3.2379 -2.0718 -1.3991 -0.53 0.55 0.31 0.0832
H -1.2361 -0.6825 -4.8781 1.02 -0.53 0.62 0.0912
H -1.5956 -2.1815 -4.1838 0.57 -0.12 0.47 0.0797
H 0.1214 -1.9039 -4.7037 -0.56 0.27 0.30 0.0809
H -3.0957 2.2254 2.2862 -0.10 -1.01 -0.40 0.0760
H -2.7639 1.3363 1.0733 -0.26 -0.35 -0.18 -0.0018
O -3.1140 1.2888 1.9765 -0.10 1.69 0.84 -0.0842
H -0.3939 -2.4861 1.5994 0.30 0.89 1.34 0.0002
H -1.6557 -1.4100 1.3548 1.08 0.60 1.25 0.0153
O -1.1765 -2.2092 1.1435 -0.80 -1.21 -2.17 -0.0629
H -1.0700 0.9571 -1.8312 -0.04 -0.33 0.68 -0.0096
H -0.7023 2.1708 -2.4351 -0.07 0.58 0.69 0.0933
O -1.1864 1.8919 -1.6301 0.42 -0.25 -2.20 -0.0995
H 1.4326 4.7104 -0.1416 -0.38 0.36 0.18 0.0411
H -0.0886 4.1657 -0.3571 0.34 0.69 0.29 -0.0034
O 0.8655 4.0092 -0.4566 0.46 -0.74 -0.59 -0.0616
H -0.2268 -3.2655 3.5986 0.34 -0.80 -0.04 0.0496
H 1.3729 -3.2603 3.1440 -0.45 -0.86 0.23 0.0510
O 0.5838 -2.7930 3.4167 0.22 1.65 -0.23 -0.0391
H -0.8979 2.8211 0.4035 -0.77 0.06 -0.64 0.0255
H -1.9877 3.2148 -0.7103 0.84 -0.30 1.35 0.0581
O -1.6217 3.4338 0.1809 -0.76 0.80 0.38 -0.0913
H -2.9419 0.7956 -1.2714 -0.68 -0.62 -0.22 0.0333
H -3.4228 -0.5875 -0.3886 -0.18 -0.14 -1.05 0.0163
O -2.9683 0.2677 -0.4715 0.93 0.87 0.95 -0.0708
H -0.5910 0.0875 3.2559 0.08 0.25 0.00 0.0255
H -2.1320 0.3395 3.1019 0.19 0.20 -0.35 -0.0002
O -1.4480 -0.3383 3.2281 -0.03 -0.65 0.36 -0.0667
H 4.3802 1.7676 0.4091 0.09 -0.86 0.85 0.0162
H 3.9822 2.3040 1.9607 0.28 -1.25 -0.04 0.0388
O 4.1388 2.4452 1.0293 0.02 2.29 -0.57 -0.0413
H 2.1914 0.2692 4.4439 -0.03 -0.03 0.18 0.0272
H 2.3643 0.2233 2.9345 -0.17 -0.05 -0.28 -0.0149
O 2.7932 0.5298 3.7448 0.22 0.13 0.04 -0.0648
H -2.7748 -2.7433 -0.7110 -0.08 0.28 0.50 0.0259
H -3.1332 -2.3477 0.7717 -0.60 -0.39 -2.18 0.0755
O -3.4769 -2.3179 -0.1798 0.22 -0.27 1.54 -0.0869
H -0.8135 -4.3520 -0.8246 0.68 -0.07 -0.29 0.0584
H -0.2700 -3.3974 -2.0357 0.60 -0.73 0.08 0.0211
O -0.9589 -3.6118 -1.4138 -1.42 0.35 0.09 -0.0416
```
Positions in Å, forces in eV/Å.



The following is a quantum chemistry calculation of 14 unconnected molecules or ions with the total composition C6H39NO14, from OMol25.

ΔE to the lowest compared entry with this formula, charge and spin, kJ/mol: 217.5
E_HOMO, eV: -9.36
E_tot, a.u.: -1360.14172
F_max, eV/A: 1.5
Multiplicity: 1
Molar mass, g/mol: 349.37

```
60
Properties=species:S:1:pos:R:3:forces:R:3:lowdin_charge:R:1
O 1.2180 -0.9102 1.3077 0.42 0.30 -0.13 0.0154
C 1.4097 0.1041 0.6601 -1.04 0.28 0.03 -0.1511
C 0.2859 1.1194 0.4703 -0.12 0.92 -0.32 -0.3061
C -0.9747 0.5771 -0.2584 -0.43 -0.37 0.14 -0.3003
C -1.7980 -0.3527 0.6342 0.26 1.25 0.74 -0.0476
C -0.6502 -0.0347 -1.6368 0.21 -0.65 0.47 -0.2015
C -1.6333 -1.0917 -2.1334 -0.46 0.29 0.15 -0.0885
N 0.6880 2.3432 -0.2355 -0.08 0.27 0.31 0.0597
H 2.3702 0.3878 0.2214 0.26 -0.24 0.15 0.1276
H 0.0352 1.4764 1.4870 -0.15 -0.70 -0.44 0.1059
H -1.6010 1.4536 -0.4571 0.11 0.14 0.13 0.1130
H -1.1582 -1.1118 1.0643 -0.29 -0.67 -0.36 0.0563
H -2.7211 -0.6659 0.1602 0.17 -0.57 -0.08 0.0811
H -2.1220 0.2210 1.5089 0.00 0.05 0.00 0.0757
H -0.5391 0.7683 -2.3631 0.14 -0.10 -0.13 0.0849
H 0.2960 -0.5616 -1.5590 0.32 0.13 -0.15 0.0921
H -1.2929 -1.5214 -3.0741 -0.12 0.12 -0.12 0.0776
H -2.6448 -0.6809 -2.2419 0.01 -0.03 -0.29 0.0604
H -1.7676 -1.9145 -1.4307 0.26 0.01 0.06 0.0648
H 0.9564 2.0927 -1.1724 0.29 -0.12 -0.31 0.0386
H 1.5115 2.7643 0.1818 0.06 -0.15 0.05 0.0828
H -3.5256 2.7123 -2.8361 0.01 0.05 -0.13 0.0655
H -3.4311 1.2240 -3.1211 0.14 -0.14 -0.10 0.0494
O -3.1253 2.0789 -3.4430 -0.30 0.08 0.24 -0.0290
H -1.4669 2.4824 -3.9421 0.18 0.15 0.25 0.0106
H -0.2367 3.4108 -3.5392 -0.41 0.08 0.15 0.0626
O -0.5275 2.6887 -4.1016 0.11 0.19 -0.28 -0.0547
H 1.2169 0.4798 -4.6030 0.26 -0.13 -0.04 0.0578
H 0.9604 1.9199 -4.3325 0.15 -0.14 -0.05 -0.0039
O 1.7051 1.2911 -4.4197 -0.16 -0.06 -0.44 -0.0672
H -0.9735 4.1789 1.0084 0.09 -0.13 -0.21 0.0510
H -2.1854 3.5182 0.3721 0.06 -0.14 -0.11 0.0420
O -1.8159 3.7637 1.2227 -0.23 0.26 0.21 -0.0435
H -0.4487 -4.3798 1.0558 0.06 -0.14 0.13 0.0236
H -0.5263 -4.2161 -0.4173 0.23 -0.06 -0.17 0.0542
O 0.1078 -4.4632 0.2664 -0.56 -0.04 0.07 -0.0462
H -1.1601 -0.2687 4.8239 -0.05 0.06 0.00 0.0641
H -0.8151 0.6718 3.6434 -0.28 -0.12 0.08 0.0060
O -1.1787 -0.2148 3.8632 0.26 0.02 0.12 -0.0622
H 1.9398 -3.9974 0.3553 -0.27 0.41 0.05 0.0424
H 1.9860 -2.5453 0.9461 0.07 -0.11 -0.23 0.0130
O 2.4980 -3.2090 0.4583 0.61 -0.46 0.52 -0.0501
H 0.5320 -2.3897 2.4606 -0.13 -0.28 -0.03 0.0174
H -0.5716 -1.7919 3.2529 -0.09 -0.28 0.10 0.0119
O -0.2657 -2.6713 2.9295 0.25 0.69 0.22 -0.0782
H -2.7679 -4.0008 2.5280 -0.11 -0.15 -0.13 0.0423
H -1.7342 -3.0355 2.0133 -0.25 -0.41 -0.19 -0.0142
O -2.4396 -3.6467 1.6947 0.22 0.31 0.17 -0.0876
H -1.3181 2.6547 2.6207 0.17 0.20 0.07 0.0283
H 0.1468 2.8776 3.0750 0.11 -0.09 0.06 0.0480
O -0.6498 2.3755 3.2745 -0.22 0.03 0.27 -0.0764
H 2.8498 -2.5203 -0.8749 -0.55 0.50 -0.79 0.0074
H 3.6647 -2.0166 -2.1004 -0.09 0.01 -0.18 0.0499
O 2.7704 -1.9872 -1.7408 0.68 -0.32 0.44 -0.1026
H 2.6032 -0.1953 -1.7888 -0.11 0.06 -0.26 -0.0058
H 2.4258 0.9400 -2.8582 -0.18 -0.06 -0.12 0.0025
O 2.4011 0.7545 -1.9060 0.52 -0.03 0.38 -0.1069
H 1.7173 0.7973 3.0863 0.01 -0.06 -0.15 0.0183
H 2.4824 1.6006 4.0920 0.18 0.19 -0.06 0.0566
O 2.2694 1.5868 3.1515 -0.21 -0.12 0.25 -0.0369
```
Positions in Å, forces in eV/Å.



The following is a quantum chemistry calculation of a single C6H3F9 molecule, from OMol25.

ΔE to the lowest compared entry with this formula, charge and spin, kJ/mol: 0.0
E_HOMO, eV: -12.74
E_tot, a.u.: -1129.20130
F_max, eV/A: 3.2
SMILES string: F[C@@H]1[C@@H](F)C(F)(F)C(F)(F)[C@H](F)C1(F)F
Multiplicity: 1
Molar mass, g/mol: 246.07

```
18
Properties=species:S:1:pos:R:3:forces:R:3:lowdin_charge:R:1
F 0.1026 0.3009 2.8899 -0.03 0.56 0.30 0.1050
C 0.5960 -0.2359 1.7575 1.55 1.15 -1.28 -0.1895
C 1.3371 0.8573 0.8689 -0.76 0.91 0.77 -0.1177
F 1.8395 0.3090 -0.2831 0.03 -0.14 0.59 0.0644
C 0.3297 1.9912 0.4565 0.23 1.93 -0.70 -0.2532
F 0.6150 2.6228 -0.7959 -0.09 -1.75 2.32 0.0779
F 0.4407 3.0107 1.3881 -0.43 -1.37 -0.89 0.1043
C -1.1484 1.4577 0.3547 -1.90 2.07 0.59 -0.3695
F -1.8984 1.8217 1.4591 1.11 -0.20 -0.66 0.1294
F -1.8044 1.9747 -0.7200 0.34 1.05 0.14 0.1267
C -1.2708 0.0350 0.0817 0.54 -3.02 -0.85 -0.1454
F -2.5897 -0.3828 0.0242 0.93 0.59 0.04 0.0873
C -0.4557 -0.9134 0.9815 -2.49 -0.13 -0.39 -0.4255
F -1.3372 -1.5000 1.8398 0.60 -0.24 -0.16 0.1373
F 0.1178 -1.8653 0.2020 -0.08 -0.08 0.21 0.1311
H 1.3120 -0.9847 1.9552 1.07 -0.85 0.68 0.1617
H 2.1106 1.3278 1.5249 -0.31 -0.38 -0.85 0.1818
H -0.8073 -0.0763 -0.9155 -0.32 -0.09 0.16 0.1940
```
Positions in Å, forces in eV/Å.



The following is a quantum chemistry calculation of a molecular structure, C6H3N, from OMol25.

ΔE to the lowest compared entry with this formula, charge and spin, kJ/mol: 495.3
E_HOMO, eV: -9.62
E_tot, a.u.: -284.82902
F_max, eV/A: 4.9
Multiplicity: 1
Molar mass, g/mol: 89.10

```
10
Properties=species:S:1:pos:R:3:forces:R:3:lowdin_charge:R:1
C 2.7047 0.4534 -2.4050 -1.79 -1.23 -0.19 -0.1767
C 4.1346 0.7371 -2.3828 -0.50 0.14 -0.54 0.0732
C 1.5859 0.1002 -1.8898 2.68 0.91 -2.23 0.0718
C 3.5890 0.7202 -1.1951 -2.89 -0.26 3.93 0.0331
C 1.2866 0.1531 -0.5313 1.42 0.28 0.44 -0.4936
C -0.0391 -0.2031 0.0026 0.58 -1.31 2.34 -0.0335
N 2.3079 0.5333 0.1931 2.00 0.00 -1.85 0.2152
H -0.2442 -1.2441 -0.3702 -0.13 1.07 0.45 0.1071
H -0.6504 0.5223 -0.4870 -1.19 0.25 0.15 0.0745
H -0.0545 -0.1847 1.1793 -0.19 0.14 -2.49 0.1289
```
Positions in Å, forces in eV/Å.



Taking the records one at a time from the top gives gap between HOMO and LUMO values of 9.57; 9.15; 13.32; 8.20 eV.